Here is an isolated molecule of C19H18N4O5 in a non-equilibrium geometry from the OMol25 dataset. Energies are from the ωB97M-V functional and the def2-TZVPD basis.

The geometry in XYZ format:
```
46
Properties=species:S:1:pos:R:3:forces:R:3
O -5.006 -1.243 1.733 0.0 -0.4 0.2
O 3.023 3.412 -5.926 -0.3 -0.2 0.1
O -3.809 0.648 1.189 0.4 0.1 0.1
O -1.745 -4.551 3.561 -0.1 -0.4 0.0
O -0.010 -3.398 4.061 0.3 0.0 0.2
N -1.106 -3.519 3.550 0.1 -0.4 0.2
N 1.197 -0.062 2.121 0.0 0.5 0.2
N 0.825 -1.106 0.015 -0.2 -0.1 0.7
N 1.654 0.955 -0.006 -0.1 -0.3 0.0
C 1.559 2.011 -4.758 0.2 0.1 -0.2
C 3.158 2.043 -2.508 -0.2 -0.2 0.0
C 1.969 1.320 -2.484 0.1 0.2 -0.1
C -1.626 -0.165 1.980 -0.4 0.0 -0.1
C 1.180 1.310 -3.637 0.1 0.1 0.1
C -5.088 0.041 1.154 -1.0 0.5 -0.5
C 0.537 -1.161 2.780 0.4 -0.3 0.1
C -3.081 -2.484 2.665 -0.2 0.1 -0.1
C 4.217 4.149 -6.009 0.2 0.1 0.0
C 1.195 -0.084 0.746 0.1 -0.1 -0.4
C 2.745 2.749 -4.768 -0.1 -0.1 0.0
C 1.042 -0.726 -1.273 0.3 0.5 -0.1
C -0.958 -1.241 2.573 -0.1 -0.4 0.2
C -1.702 -2.378 2.915 -0.5 1.1 -0.5
C -3.698 -1.418 2.077 0.7 0.4 0.0
C 2.034 2.251 0.479 0.1 0.2 0.2
C 3.544 2.754 -3.631 0.2 0.3 -0.3
C -2.974 -0.266 1.742 -0.1 -0.7 0.3
C 1.558 0.540 -1.330 -0.3 -0.6 -0.2
H 0.765 -1.109 3.848 0.0 0.0 -0.2
H 2.076 2.948 -0.356 0.0 0.0 0.1
H 4.232 4.575 -7.011 0.0 0.0 0.1
H 4.476 3.298 -3.608 0.1 0.1 0.0
H -3.609 -3.382 2.937 0.0 0.0 0.0
H 1.057 0.846 2.541 0.1 -0.1 0.0
H 5.096 3.508 -5.877 0.0 0.0 0.0
H 3.817 2.029 -1.652 0.0 0.0 0.1
H 0.991 -2.076 2.390 -0.1 0.1 0.2
H -5.425 -0.043 0.109 0.2 0.0 0.2
H -1.105 0.731 1.691 0.1 0.1 -0.1
H 3.010 2.218 0.971 0.0 0.1 0.0
H 0.260 0.746 -3.639 -0.1 0.0 0.0
H 0.952 2.008 -5.650 -0.1 0.0 -0.1
H 4.244 4.959 -5.272 0.0 0.0 0.0
H -5.802 0.659 1.720 0.2 -0.2 -0.1
H 0.838 -1.400 -2.081 0.0 -0.1 -0.3
H 1.296 2.619 1.198 0.0 0.0 -0.1
```
Positions in Å, forces in eV/Å.

The calculation puts the energy relative to the best compared isomer or geometry (same formula, charge and spin) at 54.9 kcal per mole. Its SMILES is COc1ccc(-c2cnc(NCc3cc4c(cc3[N+](=O)[O-])OCO4)n2C)cc1. The calculation puts the molar mass at 382.4 g mol⁻¹. The HOMO-LUMO gap comes out at 7.240 eV. The spin multiplicity is 1. For the HOMO energy, the calculation gives -7.3532 eV.

Atomic partial charges in e from the Löwdin method, atoms 1 to 8: number 1, O, carries 0.047; number 2, O, carries -0.085; number 3, O, carries 0.053; number 4, O, carries 0.075; number 5, O, carries 0.074; number 6, N, carries -0.348; number 7, N, carries 0.048; number 8, N, carries 0.128